48
Properties=species:S:1:pos:R:3 method="wB97M-V/def2-TZVPD" smiles="Cc1cc(C(C)(C)C)cc(S(=O)(=O)Nc2cccc(C(=O)O)c2)c1C" energy_ha=-1491.7510 e_above_lowest_ev=0.089 mol_weight_da=361.463 gap_ev=9.113
H 0.913 -1.695 3.262
H 0.624 -4.058 -1.848
C 0.940 -1.984 0.022
H -1.026 -1.712 -4.068
C 1.686 -2.074 -3.355
C -2.608 1.612 0.839
C -3.362 0.769 -0.114
H -0.910 1.702 -0.455
H 1.249 3.620 1.783
O 1.236 2.898 -1.401
H 0.981 0.669 -2.050
C 1.476 -2.161 2.455
H -2.845 3.086 3.866
H -0.240 -0.219 -3.582
H -4.176 1.707 2.299
C 0.422 -1.984 -2.487
C 1.476 0.683 -0.007
H 2.518 -2.227 2.768
H 0.720 -3.038 0.070
O -4.671 0.684 0.168
H 1.101 -3.170 2.308
S 1.715 2.452 -0.129
C -1.312 1.987 0.502
H 2.702 1.596 2.136
C 0.806 -1.305 -1.184
H -0.992 -3.368 -1.603
H -0.447 -3.813 -3.218
H 1.449 -2.534 -4.312
H -0.544 3.730 3.295
C 1.078 0.057 -1.169
C 1.353 -1.361 1.193
C -0.556 2.745 1.390
O 3.034 2.849 0.272
H -1.473 -0.931 -2.546
H 2.098 -1.085 -3.538
C -2.421 2.771 2.924
C 1.653 0.005 1.189
H 1.301 1.000 3.048
H 2.788 0.057 2.998
C -0.130 -3.395 -2.265
C -1.126 3.134 2.606
O -2.877 0.189 -1.054
C -0.646 -1.156 -3.214
N 0.738 3.104 1.086
H -5.111 0.122 -0.489
H 2.446 -2.675 -2.861
C -3.170 2.004 2.052
C 2.141 0.709 2.416


5
Properties=species:S:1:pos:R:3 method="wB97M-V/def2-TZVPD" smiles=BC#N energy_ha=-118.8610 e_above_lowest_ev=0.000 mol_weight_da=38.846 gap_ev=10.796
C 0.924 -0.011 0.068
H -1.282 1.006 0.193
N 2.088 -0.008 -0.023
H -1.061 -0.986 -0.262
B -0.670 0.000 0.024


30
Properties=species:S:1:pos:R:3 method="wB97M-V/def2-TZVPD" energy_ha=-1189.5417 e_above_lowest_ev=0.067 mol_weight_da=308.078 total_charge=+2 gap_ev=2.900
O 2.077 0.513 -1.639
H -3.321 3.487 -0.363
H 0.562 -5.078 1.238
H 0.484 0.430 1.738
H 0.588 1.871 2.727
S 0.316 -3.504 -0.605
C 1.558 -2.370 0.038
H 2.034 -1.912 -0.830
H 1.088 -1.574 0.612
H -2.451 2.986 1.112
H 1.972 1.477 1.746
O 0.322 2.276 0.769
F -0.376 0.129 -0.805
In -2.882 -0.820 -1.691
H -4.362 1.593 0.401
H -0.055 1.658 0.102
C -2.751 2.682 0.099
H 1.144 2.276 -2.207
H 2.272 -2.967 0.604
H 1.190 0.327 -1.250
H -0.263 -3.538 1.660
O -0.892 -2.679 -0.919
C 2.104 1.845 -1.910
H 2.848 2.084 -2.689
C -0.174 -4.340 0.928
H -1.813 2.548 -0.428
O -3.442 1.451 0.150
H -1.147 -4.786 0.737
C 0.869 1.448 1.747
H 2.499 2.487 -1.073


21
Properties=species:S:1:pos:R:3 method="wB97M-V/def2-TZVPD" smiles=CNCCN.O.O energy_ha=-382.5562 e_above_lowest_ev=3.907 mol_weight_da=110.157 gap_ev=9.784
O -0.626 2.537 -0.549
C -0.069 -1.429 1.049
H -0.418 1.417 2.701
H -0.816 -1.432 -2.174
C 0.357 -1.096 -0.397
H 0.714 -2.181 1.483
H -0.914 -2.346 1.022
C 0.254 0.714 2.003
H -0.655 -0.972 2.950
O 1.400 0.776 -3.069
H 0.737 0.065 -2.890
H 0.570 1.427 -3.356
H 0.182 1.250 0.984
H -1.010 1.685 -0.677
H 1.199 0.656 2.358
H -1.527 -0.614 -0.986
N -0.690 -0.739 -1.454
H -0.005 2.631 0.021
H 0.766 -0.053 -0.297
H 1.159 -1.765 -0.709
N -0.606 -0.530 1.987